Entry from the Open Molecules 2025 dataset: a cluster of 14 separate species, C84H72N12O24 in total in a non-equilibrium geometry (the ωB97M-V functional and the def2-TZVPD basis).

Calculated values
HOMO energy ... -9.28 eV
Kohn-Sham gap ... 8.28 eV
Total energy ... -5705.768786 hartree

Structure (XYZ):
```
192
Properties=species:S:1:pos:R:3:mulliken_charge:R:1
H -27.18527 -20.53505 -4.47878 0.417
C -23.65783 -14.67066 0.13286 -0.318
H -33.47445 -16.25947 -7.05702 0.321
H -33.06944 -12.45016 -9.17657 0.379
C -26.06331 -11.25588 1.03310 -0.704
H -18.72874 -18.66986 -5.89807 0.565
C -27.29118 -11.72366 1.51171 -0.924
C -31.25835 -11.82096 -8.27023 -0.610
C -23.54728 -11.64110 -4.10801 1.472
H -33.36140 -10.08036 -5.61198 0.525
H -16.72998 -10.58629 1.88125 0.405
H -27.37878 -9.80441 -7.24376 -0.033
C -19.17801 -15.46013 -3.79454 0.072
C -18.76300 -10.01530 2.12293 -0.661
C -19.62195 -9.39080 -3.25909 -0.099
C -19.41185 -15.46707 -5.16825 -0.407
C -31.41303 -10.57575 -6.24221 -0.495
C -31.67346 -15.13008 -6.71156 -0.691
H -19.79498 -14.58968 -5.63836 0.400
H -25.92304 -17.68569 -7.54191 0.678
H -24.63625 -11.36291 -0.53019 0.203
H -26.56158 -14.41489 -9.59750 0.290
H -29.59978 -10.95936 -7.25309 -0.125
H -28.50962 -16.47637 -7.27546 0.074
H -22.89722 -13.68386 -3.69774 0.645
H -28.00858 -10.59084 -3.09878 0.046
H -32.21249 -10.27900 -0.62218 0.237
C -33.39028 -11.25384 -7.44027 -0.504
C -24.75735 -14.31654 -8.41997 -0.608
C -21.27631 -14.29756 1.39295 -0.385
C -24.86273 -5.84150 -1.51275 -1.052
C -19.77065 -8.39150 -2.31272 -0.703
O -29.85336 -13.87002 0.52904 -0.577
H -25.09096 -8.57039 -6.54594 0.364
C -26.65648 -18.65097 -3.62567 -0.448
H -23.27444 -11.34691 -7.47275 0.573
C -18.76167 -16.60641 -3.18559 -0.177
H -22.57971 -11.07264 -3.79353 -0.782
H -30.52177 -8.52693 -0.26601 0.380
C -29.33615 -17.97791 -3.91753 -0.428
O -21.99935 -11.22754 -1.01397 -0.052
C -27.33714 -8.76067 -6.85913 0.433
C -29.59326 -16.33458 -7.10416 -0.098
C -23.03402 -19.29465 -7.80338 -0.352
N -23.09281 -6.29913 0.31160 0.977
H -25.59840 -18.87176 -3.55598 0.558
C -23.56171 -14.01727 1.35362 -0.318
C -23.97950 -12.04936 -7.84564 -0.569
C -24.91220 -8.57514 -2.06677 0.703
C -27.48968 -13.16007 -0.44454 0.216
O -21.06286 -20.19956 -8.57161 -0.587
H -32.17188 -18.46270 -7.19169 0.503
C -22.59807 -15.27555 -0.38739 0.221
H -24.74985 -19.12839 -9.03248 0.579
H -30.89642 -10.26058 -5.37070 0.879
C -25.70499 -11.38360 -5.08648 0.483
H -27.40342 -4.91909 -5.88580 0.314
C -19.20398 -16.59662 -5.94052 -0.471
N -21.76219 -10.96533 0.16943 1.053
C -30.26212 -15.15112 -6.83033 0.349
H -24.67652 -14.79187 -0.25424 0.676
O -22.00614 -9.24654 -6.59733 -0.646
H -25.05011 -17.08469 -5.28116 0.591
H -25.59039 -10.45016 1.63148 0.404
H -27.10876 -11.96037 -9.16175 0.623
H -18.46434 -9.30844 2.89960 0.370
H -20.31093 -14.18095 1.78627 0.442
H -18.71144 -16.60702 -2.08953 0.280
C -23.81563 -13.40204 -7.77663 0.229
C -26.30313 -12.62536 -0.89694 0.740
O -27.94461 -14.87295 -2.83377 -0.700
C -22.53315 -18.92280 -6.52554 -0.464
C -20.07942 -10.02925 1.63746 -0.513
H -27.81561 -11.34650 2.44576 0.351
N -28.74064 -15.61125 -3.33712 1.146
C -32.83398 -10.56963 -6.36939 -0.861
C -20.32554 -9.35312 -4.45932 -0.610
O -20.35417 -13.52167 -3.21207 -0.223
H -22.47674 -6.83835 -3.69874 0.455
C -25.20625 -11.58473 -8.30142 -0.370
C -24.01792 -8.11552 -1.09449 0.416
O -21.64648 -16.30207 -2.27959 -0.480
O -22.68065 -10.69555 0.89264 -0.549
C -31.13886 -11.30758 -2.15635 -0.793
O -29.48418 -13.22194 2.51251 -0.668
C -21.37414 -15.15826 0.28953 -0.422
H -25.24141 -6.23263 -5.99303 0.648
O -31.00409 -13.18411 -10.08085 -0.590
H -26.37985 -5.79369 -3.06262 0.507
H -34.48990 -11.25973 -7.57302 0.349
C -28.58650 -6.68779 -6.51276 -0.757
H -29.74313 -14.19499 -6.72420 0.322
C -21.56352 -7.43089 -3.64769 -0.421
C -21.30072 -8.36247 -4.63088 0.175
C -25.59393 -11.73326 -0.15240 -0.151
C -30.27548 -17.51532 -7.04875 0.138
N -22.18439 -8.36611 -5.76144 0.927
O -29.19597 -12.28639 -9.32138 -0.615
C -24.30662 -18.85281 -8.11673 -0.255
C -23.64352 -13.04442 -4.02684 -0.858
H -19.42914 -16.52087 -7.02862 0.327
C -29.00923 -10.37462 -2.66999 0.523
H -26.39389 -8.06462 -3.53712 0.825
H -19.70037 -12.35832 -0.83813 0.047
C -31.29195 -10.25007 -1.27911 -0.560
H -24.46233 -13.46835 1.65980 0.321
N -30.44212 -12.45190 -9.31750 0.981
C -19.43309 -11.64419 -0.02001 0.814
H -24.89699 -14.68292 -4.51253 -0.544
N -22.48867 -13.92708 -7.30195 1.316
H -22.87174 -17.98536 -4.66212 0.414
H -21.54076 -19.19532 -6.21597 0.497
C -28.91536 -19.27921 -4.25496 -0.481
H -26.54918 -10.71257 -5.30607 0.020
O -22.81521 -20.56817 -9.72119 -0.613
H -23.28087 -8.79589 -0.59460 0.008
C -26.14839 -6.72304 -6.17215 -1.026
C -18.60410 -17.76432 -3.94637 -0.746
N -27.04419 -13.46837 -5.54093 1.426
C -25.89103 -13.76734 -8.93267 -0.282
C -27.93328 -12.75389 0.83385 -0.317
H -25.35825 -10.51631 -8.40217 0.549
N -19.40068 -14.23845 -2.90249 1.040
C -17.74099 -10.75616 1.50916 -0.533
O -18.60286 -13.94043 -2.03044 -0.606
H -24.45534 -15.31638 -8.72688 0.702
C -27.08689 -17.39624 -3.25334 -0.053
H -20.42811 -15.52438 -0.16003 0.261
H -32.17375 -14.20376 -6.36008 0.488
H -24.89242 -9.65887 -2.25390 0.179
O -23.10811 -7.60535 -5.85162 -0.514
H -30.34842 -17.71713 -4.10853 0.531
C -30.65174 -11.17626 -7.19133 0.901
O -23.71615 -16.35348 -2.07896 -0.530
O -22.32127 -15.12629 -7.46129 -0.652
C -18.09502 -11.58843 0.42347 -1.090
H -18.91512 -10.17869 -3.12926 0.434
O -29.81840 -15.21617 -3.70892 -0.622
H -25.91089 -12.92039 -1.88164 0.354
C -20.81913 -7.45811 -2.44799 -0.375
H -29.59675 -19.94589 -4.76866 0.508
C -20.39932 -10.90036 0.57180 -0.389
H -20.15931 -10.12800 -5.20136 0.458
C -23.99885 -6.73544 -0.84782 -0.051
C -22.34358 -13.74251 2.01977 -0.926
H -17.30139 -12.14281 -0.00474 0.574
H -26.36831 -16.67345 -2.80240 0.543
C -32.61085 -11.89665 -8.30577 -0.255
O -28.32893 -18.78353 -7.55570 -0.608
H -19.21614 -8.46387 -1.35023 0.372
C -23.27453 -18.13238 -5.64951 -0.728
H -18.49976 -18.68651 -3.42203 0.374
N -22.24177 -20.09602 -8.74270 0.975
H -24.96602 -4.81153 -1.13401 0.485
H -29.85393 -12.25680 -3.48285 0.893
C -26.17348 -12.40467 -8.79266 -1.056
O -23.24800 -5.17476 0.74693 -0.632
O -30.11442 -19.84020 -6.92798 -0.632
C -26.09583 -8.06860 -6.58495 -0.080
H -31.91908 -12.08922 -2.22280 0.446
H -28.30588 -8.60044 -1.58913 0.124
C -28.51364 -8.05761 -6.79817 -0.009
N -29.48523 -18.82586 -7.19949 1.220
C -30.31964 -9.29916 -1.02428 -0.622
H -24.38229 -9.75362 -4.81096 -0.154
C -27.39100 -6.01528 -6.20032 -0.468
H -29.47928 -6.19053 -6.24859 0.382
H -29.43438 -8.50408 -7.18317 0.316
O -22.16322 -7.07624 0.58833 -0.516
O -27.94030 -12.75207 -5.94604 -0.428
C -25.64858 -6.35225 -2.48657 -1.081
C -24.56021 -17.73765 -5.98959 0.402
H -22.20210 -13.12626 2.87053 0.507
O -21.62655 -13.18822 -6.84096 -0.654
H -20.96604 -6.65916 -1.74093 0.517
C -25.71416 -7.72174 -2.75444 -0.816
N -22.63188 -16.01121 -1.66604 0.925
C -29.95190 -11.42334 -2.84608 -0.662
C -18.84156 -17.78233 -5.31916 -0.461
C -28.43597 -17.02187 -3.47765 -0.826
H -20.85157 -9.38265 2.07163 0.427
C -24.80395 -13.61319 -4.51116 -0.027
H -27.96396 -13.95617 -1.00736 0.347
C -24.98547 -18.03829 -7.28504 -1.130
N -29.17074 -13.29118 1.31936 1.095
C -24.49982 -10.82315 -4.73103 -0.650
C -29.15845 -9.34220 -1.79408 0.014
C -32.36247 -16.34056 -6.94927 -0.634
C -31.65387 -17.52513 -7.08334 -0.699
C -25.82744 -12.79231 -5.02396 -0.232
C -27.56176 -19.60366 -4.10891 -0.417
O -27.04237 -14.67237 -5.63403 -0.453
```